1.
The following is a quantum chemistry calculation of a molecular structure, C2H8InN4O2, from the Open Molecules 2025 dataset.

The geometry in XYZ format:
```
17
Properties=species:S:1:pos:R:3
In -0.53 -0.71 -3.55
C 1.28 -1.72 0.04
O 0.51 -1.44 -0.91
N 0.89 -1.63 1.34
N 2.50 -2.24 -0.19
H 1.33 -2.24 2.03
H -0.08 -1.34 1.49
H 3.10 -2.62 0.54
H 2.81 -2.30 -1.16
C -1.32 1.79 -0.29
O -0.92 1.19 -1.35
N -0.46 2.29 0.59
N -2.65 2.00 -0.18
H -0.73 2.74 1.46
H 0.51 2.04 0.48
H -3.00 2.54 0.61
H -3.23 1.67 -0.94
```

Gap between HOMO and LUMO, eV: 3.47
2S+1: 1
Total charge: +3

Here are the Löwdin charges for atoms 1 to 5, given in e: atom 1 (In): 1.3315, atom 2 (C): -0.5036, atom 3 (O): 0.0059, atom 4 (N): 0.3220, atom 5 (N): 0.3526



2.
The following is a quantum chemistry calculation of a molecular structure, C2H8InN4O2, from the Open Molecules 2025 dataset.

The geometry in XYZ format:
```
17
Properties=species:S:1:pos:R:3
In 12.43 -7.44 -21.65
C 8.63 -7.47 -20.18
O 9.58 -7.51 -20.94
N 8.71 -7.98 -19.04
N 7.39 -7.22 -20.56
H 8.03 -7.80 -18.31
H 9.65 -8.28 -18.81
H 6.56 -7.26 -19.98
H 7.30 -6.89 -21.51
C 13.40 -10.56 -24.14
O 13.31 -9.90 -23.12
N 14.09 -10.14 -25.18
N 12.62 -11.64 -24.31
H 13.93 -10.56 -26.08
H 14.72 -9.36 -25.10
H 12.01 -11.94 -23.57
H 12.51 -12.18 -25.16
```

Gap between HOMO and LUMO, eV: 2.45
2S+1: 1
Total charge: +3

Here are the Löwdin charges for atoms 1 to 5, given in e: atom 1 (In): 1.3834, atom 2 (C): -0.6496, atom 3 (O): 0.0091, atom 4 (N): 0.3197, atom 5 (N): 0.3979



Energy ordering: 1 at the bottom, the next structure 0.0267 hartree above.



1.
The following is a quantum chemistry calculation of a single C5H15N3 molecule, from the Open Molecules 2025 dataset.

The geometry in XYZ format:
```
23
Properties=species:S:1:pos:R:3
C -1.89 -1.03 -0.71
C -1.30 0.13 0.09
N -1.64 1.44 -0.44
C 0.40 0.11 0.53
C 0.79 -1.15 1.28
N 0.60 1.27 1.31
C 0.92 0.18 -0.87
N 2.56 0.11 -0.79
H -1.64 -1.98 -0.25
H -2.98 -0.94 -0.76
H -1.52 -1.02 -1.73
H -1.72 0.09 1.10
H -2.60 1.68 -0.25
H -1.50 1.47 -1.44
H 1.85 -1.11 1.52
H 0.23 -1.23 2.21
H 0.61 -2.04 0.67
H 1.50 1.37 1.75
H 0.16 2.09 0.90
H 0.72 1.12 -1.37
H 0.69 -0.70 -1.47
H 2.93 0.99 -0.44
H 2.86 -0.86 -0.84
```

SMILES: C[C@H](N)[C@](C)(N)CN
Gap between HOMO and LUMO, eV: 9.09
2S+1: 1
Total charge: 0

Here are the Löwdin charges for atoms 1 to 5, given in e: atom 1 (C): -0.0765, atom 2 (C): -0.3637, atom 3 (N): 0.0198, atom 4 (C): -0.5613, atom 5 (C): -0.0473



2.
The following is a quantum chemistry calculation of 2 unconnected molecules or ions with the total composition C5H15N3, from the Open Molecules 2025 dataset.

The geometry in XYZ format:
```
23
Properties=species:S:1:pos:R:3
C 1.96 1.33 0.85
N 2.18 0.81 -0.49
C 1.05 0.13 -1.10
C 1.37 -0.16 -2.56
N 0.61 -1.11 -0.46
H 2.82 1.93 1.13
H 1.08 1.96 0.83
H 1.81 0.55 1.62
H 3.01 0.22 -0.51
H 0.20 0.82 -1.04
H 0.52 -0.62 -3.04
H 2.22 -0.83 -2.64
H 1.62 0.77 -3.07
H 0.48 -0.97 0.56
H 1.31 -1.84 -0.58
H -1.34 -1.10 -0.45
N -2.32 -0.91 -0.05
C -2.30 -0.53 1.14
C -3.52 -0.09 1.89
H -1.33 -0.42 1.72
H -4.39 -0.18 1.25
H -3.65 -0.72 2.77
H -3.41 0.94 2.22
```

SMILES: CN[C@@H](C)N.[H]/N=C/C
Gap between HOMO and LUMO, eV: 9.65
2S+1: 1
Total charge: 0

Here are the Löwdin charges for atoms 1 to 5, given in e: atom 1 (C): -0.1382, atom 2 (N): -0.1020, atom 3 (C): -0.5085, atom 4 (C): -0.0551, atom 5 (N): 0.0218



3.
The following is a quantum chemistry calculation of a single C5H15N3 molecule, from the Open Molecules 2025 dataset.

The geometry in XYZ format:
```
23
Properties=species:S:1:pos:R:3
C 0.88 2.61 -1.41
C 0.13 1.29 -1.46
C 0.26 0.45 0.06
N -0.76 0.89 0.96
C 0.08 -0.96 -0.36
N -1.24 -1.27 -0.78
C 0.53 -1.87 1.09
N -0.53 -1.76 2.08
H 0.80 3.15 -2.35
H 0.49 3.25 -0.62
H 1.94 2.44 -1.22
H -0.94 1.44 -1.60
H 0.48 0.69 -2.31
H 1.28 0.64 0.40
H -0.86 0.24 1.74
H -0.55 1.82 1.31
H 0.82 -1.27 -1.10
H -1.93 -0.72 -0.28
H -1.37 -2.23 -1.07
H 0.70 -2.90 0.74
H 1.46 -1.50 1.52
H -1.39 -2.15 1.72
H -0.30 -2.25 2.94
```

SMILES: CC[C@@H](N)[C@H](N)CN
Gap between HOMO and LUMO, eV: 9.15
2S+1: 1
Total charge: 0

Here are the Löwdin charges for atoms 1 to 5, given in e: atom 1 (C): -0.1429, atom 2 (C): -0.1775, atom 3 (C): -0.3694, atom 4 (N): 0.0385, atom 5 (C): -0.3586



Energy ordering: 2 at the bottom, the next structure 0.0110 hartree above.



1.
The following is a quantum chemistry calculation of a single C5H15N3 molecule, from the Open Molecules 2025 dataset.

The geometry in XYZ format:
```
23
Properties=species:S:1:pos:R:3
C 0.82 -1.70 0.77
C 0.78 -0.93 -0.55
C 2.05 -0.12 -0.79
C -0.66 -0.14 -1.02
N -1.30 0.66 -0.01
C -2.40 0.03 0.70
N -0.44 1.33 0.89
N 0.13 2.50 0.36
H 0.99 -1.05 1.62
H 1.65 -2.42 0.75
H -0.10 -2.25 0.93
H 0.78 -1.70 -1.33
H 2.19 0.65 -0.03
H 2.02 0.37 -1.76
H 2.92 -0.77 -0.77
H -0.33 0.51 -1.84
H -1.37 -0.89 -1.37
H -2.09 -0.83 1.30
H -3.15 -0.29 -0.02
H -2.82 0.78 1.37
H 0.37 0.67 1.05
H 0.53 2.37 -0.57
H -0.58 3.22 0.30
```

SMILES: CC(C)CN(C)NN
Gap between HOMO and LUMO, eV: 9.30
2S+1: 1
Total charge: 0

Here are the Löwdin charges for atoms 1 to 5, given in e: atom 1 (C): -0.0909, atom 2 (C): -0.3743, atom 3 (C): -0.1025, atom 4 (C): -0.1207, atom 5 (N): -0.2705



2.
The following is a quantum chemistry calculation of 2 unconnected molecules or ions with the total composition C5H15N3, from the Open Molecules 2025 dataset.

The geometry in XYZ format:
```
23
Properties=species:S:1:pos:R:3
H -0.48 1.20 2.08
N 0.18 0.56 1.66
C 0.85 1.06 0.69
C 0.70 2.46 0.14
N 1.77 0.29 0.05
C 2.14 -1.03 0.48
H 1.49 3.08 0.54
H -0.26 2.88 0.43
H 0.76 2.47 -0.94
H 2.31 0.72 -0.70
H 1.91 -1.77 -0.31
H 1.56 -1.26 1.38
H 3.21 -1.08 0.73
C -1.29 -0.61 -1.62
C -2.24 -0.93 -0.38
N -1.61 -1.57 0.74
H -1.88 -0.11 -2.39
H -0.89 -1.54 -2.03
H -0.47 0.06 -1.37
H -2.68 0.01 -0.03
H -3.05 -1.57 -0.75
H -0.88 -0.91 1.16
H -1.15 -2.42 0.44
```

SMILES: [H]/N=C(\C)NC.CCN
Gap between HOMO and LUMO, eV: 9.10
2S+1: 1
Total charge: 0

Here are the Löwdin charges for atoms 1 to 5, given in e: atom 1 (H): 0.0614, atom 2 (N): 0.0864, atom 3 (C): -0.5261, atom 4 (C): -0.0194, atom 5 (N): -0.0391



Energy ordering: 2 at the bottom, the next structure 0.0798 hartree above.